DFT (ωB97M-V with the def2-TZVPD basis set) results for a cluster of 7 separate species, C24H32F6N4O4P in total.

**E_HOMO**: -5.9 eV
**Multiplicity**: 1
**Orbital gap**: 8.494 eV
**Lowest unoccupied orbital energy**: 2.642 eV
**Total charge**: -1

Atoms and positions in Å:
1 H -28.05 4.78 26.95
2 N -24.39 7.80 20.80
3 H -28.70 10.25 22.42
4 O -23.35 -0.46 25.86
5 C -23.16 0.45 25.10
6 O -24.14 1.30 24.72
7 C -25.42 9.24 28.10
8 O -27.13 2.14 29.49
9 H -26.17 8.33 30.04
10 C -22.14 2.27 23.93
11 H -25.39 7.76 20.79
12 H -21.57 7.54 19.17
13 H -28.68 4.81 23.06
14 C -25.81 8.24 29.03
15 C -29.69 3.84 27.94
16 C -29.18 2.78 23.45
17 H -25.11 6.53 26.44
18 P -25.89 5.67 23.80
19 F -24.70 5.41 24.87
20 H -32.32 2.82 22.47
21 F -25.03 5.36 22.50
22 C -28.65 3.88 26.82
23 H -25.47 10.32 28.16
24 H -27.88 7.93 25.81
25 H -24.74 9.02 26.01
26 C -28.85 9.92 23.43
27 H -28.09 1.76 26.87
28 F -26.91 5.90 25.06
29 N -25.17 7.25 27.15
30 C -27.70 2.74 27.18
31 C -25.05 8.60 26.95
32 H -30.63 3.36 27.68
33 H -21.86 3.04 24.64
34 C -30.64 4.25 22.61
35 F -26.28 4.09 23.89
36 H -30.52 11.00 24.24
37 C -22.29 8.36 21.10
38 O -29.07 3.14 29.03
39 C -27.85 2.65 28.69
40 N -28.00 8.97 23.94
41 C -21.85 0.87 24.45
42 H -26.67 2.77 26.86
43 H -29.02 3.94 25.81
44 H -25.89 6.06 28.79
45 C -23.52 8.38 21.70
46 H -21.57 0.15 23.68
47 F -27.15 5.97 22.79
48 C -25.63 7.03 28.40
49 H -21.34 8.66 21.51
50 C -23.64 2.18 23.69
51 H -21.07 0.74 25.20
52 H -29.88 4.86 28.25
53 C -29.76 10.25 24.39
54 H -30.56 1.08 23.49
55 H -23.90 1.77 22.71
56 H -21.64 2.45 22.97
57 H -24.12 3.15 23.73
58 C -30.37 2.12 23.26
59 H -27.11 8.70 23.56
60 H -31.05 5.23 22.43
61 H -28.23 2.43 23.81
62 N -29.36 4.07 23.05
63 H -30.04 9.45 26.45
64 H -23.82 8.78 22.65
65 C -29.48 9.43 25.53
66 C -23.72 7.47 19.65
67 C -31.29 3.04 22.68
68 H -24.31 6.99 18.88
69 C -22.40 7.79 19.80
70 C -28.41 8.65 25.21
71 F -25.50 7.24 23.80

=====

DFT (ωB97M-V with the def2-TZVPD basis set) results for a structure of composition C24H32HfN5O4.

**E_HOMO**: -16.6 eV
**Multiplicity**: 1
**Orbital gap**: 7.525 eV
**Lowest unoccupied orbital energy**: -9.124 eV
**Total charge**: +3

Atoms and positions in Å:
1 H 3.70 -0.97 0.83
2 C -1.00 -1.89 3.09
3 H 0.07 -1.86 2.93
4 N -1.62 1.36 -1.01
5 C 2.85 0.84 -0.77
6 O 2.13 -0.31 -0.36
7 H -0.92 -3.26 4.75
8 C -1.72 0.90 -2.40
9 H -3.14 2.12 0.20
10 C -2.87 1.17 -0.27
11 C -2.69 0.17 0.80
12 C 2.22 -2.06 -2.23
13 H -3.36 -3.32 5.09
14 O -0.69 2.13 1.15
15 C 0.06 2.17 2.36
16 C 2.37 -2.95 -4.49
17 H 1.07 2.52 2.18
18 O 0.76 2.00 -1.30
19 H -0.95 0.42 3.13
20 O 0.68 -0.18 2.08
21 C 2.61 -0.91 0.84
22 H -3.72 0.91 -0.91
23 H -4.89 -1.98 3.63
24 C 0.08 0.76 2.97
25 C 1.10 -1.31 -2.62
26 H 2.88 -3.59 -5.20
27 C -2.95 -2.71 4.30
28 H 3.07 1.49 0.08
29 H -2.66 0.37 -2.60
30 H 1.82 0.92 -2.66
31 H 2.22 -1.93 0.86
32 N 0.31 -0.46 -1.89
33 C 1.26 -2.20 -4.90
34 H 0.90 4.04 -1.15
35 N -0.43 -0.56 -3.97
36 Hf 0.16 0.45 0.09
37 C 0.80 3.17 -0.49
38 H -0.54 4.18 0.90
39 H -4.71 -0.15 1.39
40 C -1.85 -1.14 2.27
41 C -3.22 -1.19 2.48
42 C 2.03 1.59 -1.82
43 H 2.57 2.46 -2.21
44 C -0.50 3.26 0.31
45 H 1.66 3.14 0.18
46 H -1.48 2.40 -1.02
47 H -0.44 2.86 3.05
48 C -1.57 -2.68 4.11
49 H 2.48 0.87 2.08
50 N -3.73 -0.36 1.52
51 H -1.35 3.27 -0.39
52 H -1.69 1.76 -3.07
53 H 0.90 -2.26 -5.92
54 C -3.81 -1.96 3.48
55 H 3.81 0.52 -1.21
56 C 2.11 -0.16 2.08
57 H 0.60 0.75 3.94
58 H -1.01 -0.39 -4.78
59 H 0.12 -1.51 0.17
60 N -1.54 -0.29 1.24
61 C 2.85 -2.88 -3.17
62 H 2.47 -0.66 2.99
63 C 0.65 -1.40 -3.94
64 H 3.71 -3.47 -2.88
65 C -0.61 -0.02 -2.72
66 H 2.57 -2.01 -1.20

=====

DFT (ωB97M-V with the def2-TZVPD basis set) results for a structure of composition C24H32HfN6O2.

**E_HOMO**: -13.0 eV
**Multiplicity**: 1
**Orbital gap**: 7.377 eV
**Energy relative to the best compared isomer or geometry (same formula, charge and spin)**: 0.0000 eV
**Lowest unoccupied orbital energy**: -5.628 eV
**Total charge**: +2

Atoms and positions in Å:
1 C -2.49 -0.35 -1.19
2 H -0.64 -1.32 -1.80
3 H -3.44 -0.68 -0.74
4 N -0.44 1.97 1.29
5 H 3.16 2.24 -1.86
6 H -2.10 -2.18 -2.24
7 H 0.01 1.68 5.27
8 H 2.94 -0.58 3.13
9 N 1.15 1.92 -1.30
10 H 0.75 1.91 -2.24
11 H -2.74 0.13 -2.14
12 C -4.66 2.94 0.09
13 C 0.32 1.49 4.24
14 C -4.43 4.11 0.79
15 H 1.01 2.84 -0.90
16 H 1.49 -0.11 5.03
17 C 1.18 -3.81 4.40
18 H -1.14 -3.45 -0.48
19 C -0.70 -4.78 3.13
20 N 2.53 1.63 -1.37
21 C 1.35 -2.57 3.80
22 H 1.23 3.42 3.93
23 H -2.54 -2.63 0.21
24 C -2.46 1.66 0.13
25 H 6.05 0.25 -1.43
26 C 0.54 2.79 2.01
27 C 2.05 0.04 2.97
28 H 1.54 2.41 1.76
29 H 4.96 1.06 -2.57
30 N -1.79 0.58 -0.31
31 H 2.39 0.82 2.27
32 Hf 0.16 0.08 0.53
33 H -1.35 -5.65 3.08
34 C -1.53 -2.47 -0.20
35 H -5.66 2.82 -0.32
36 H -4.25 1.13 -0.82
37 C 0.25 -4.80 4.13
38 N 1.00 -0.72 2.29
39 H 1.86 -4.01 5.22
40 H 2.13 -1.98 4.25
41 H 0.54 3.81 1.61
42 C 5.14 0.83 -1.52
43 H 0.28 -5.68 4.77
44 C -3.80 1.89 -0.21
45 O 1.96 -0.38 -0.58
46 C -0.31 -2.61 1.88
47 H -5.25 4.81 0.86
48 H -1.31 4.27 2.10
49 H -3.24 5.42 1.89
50 C 1.61 0.68 4.29
51 N -0.64 -1.86 0.80
52 H 5.22 1.73 -0.92
53 C -0.93 -3.83 2.15
54 C -1.67 2.51 1.02
55 C 2.86 0.39 -0.98
56 C 0.39 2.84 3.53
57 H -1.73 -4.10 1.47
58 C -3.24 4.46 1.40
59 O 4.09 -0.02 -1.01
60 H -0.49 0.88 3.81
61 C 0.69 -1.97 2.72
62 H 2.43 1.31 4.65
63 H -0.51 3.39 3.78
64 C -1.65 -1.59 -1.43
65 C -2.05 3.75 1.51

=====

DFT (ωB97M-V with the def2-TZVPD basis set) results for a structure of composition C24H32N2O5PdS2Sb.

**E_HOMO (alpha / beta)**: -3.4 / -3.4 eV
**Multiplicity**: 1
**Orbital gap (alpha / beta)**: 6.032 / 6.031 eV
**Energy relative to the best compared isomer or geometry (same formula, charge and spin)**: 0.2374 eV
**Lowest unoccupied orbital energy (alpha / beta)**: 2.651 / 2.651 eV
**Total charge**: -1

Atoms and positions in Å:
1 H 7.22 0.68 0.72
2 C 0.70 -1.17 -1.71
3 H -2.76 -3.55 -2.40
4 H -3.20 -0.06 -1.36
5 H -1.77 0.96 -3.09
6 H 5.75 0.96 -1.25
7 S -2.58 -1.32 1.38
8 C -1.30 4.38 1.43
9 C -3.38 3.03 0.47
10 C -3.77 -1.73 -2.75
11 H -2.87 5.91 1.59
12 C 1.62 0.76 -3.47
13 N -2.63 -2.52 -2.28
14 C -3.36 -0.24 -2.43
15 C 1.59 -1.99 2.01
16 H 2.88 -2.75 0.47
17 N -2.11 0.02 -3.15
18 H 2.38 -0.80 -4.71
19 H -2.22 -0.26 -4.13
20 O -3.80 -1.89 1.82
21 H -4.74 4.40 1.47
22 C 5.57 0.33 2.10
23 H -3.50 1.95 0.65
24 H 1.90 -2.55 -2.96
25 O -2.77 0.08 0.80
26 C 5.33 0.76 -0.25
27 H -0.78 3.75 2.15
28 O -2.01 -2.19 0.17
29 H 1.88 -5.52 3.56
30 H -3.92 3.36 -0.46
31 C 1.85 -0.57 -3.77
32 H -2.48 -2.16 -0.75
33 C 0.46 0.18 -1.40
34 C 6.14 0.61 0.87
35 H -2.57 5.05 3.10
36 H 0.28 -1.93 -1.05
37 H 6.21 0.25 3.00
38 C 2.32 -2.95 1.38
39 O -1.45 -1.36 2.31
40 C 4.16 0.14 2.17
41 H 0.59 -1.44 3.80
42 Sb 1.22 -0.01 1.23
43 Pd -0.91 0.75 0.03
44 C 1.10 -2.23 3.27
45 C -2.66 4.92 2.00
46 H 0.88 -3.65 4.88
47 H 0.84 2.21 -2.06
48 H 3.30 0.76 -1.00
49 H -0.66 5.19 1.04
50 S -1.57 3.26 0.00
51 C 1.46 -1.52 -2.85
52 H -1.86 -2.17 -2.87
53 C 0.95 1.15 -2.27
54 H -3.98 3.29 2.54
55 O -1.48 3.97 -1.28
56 H 1.95 1.55 -4.13
57 H 2.89 -5.03 1.38
58 C 1.81 -4.52 3.15
59 C 3.38 0.24 1.04
60 H 3.66 -0.20 3.12
61 H -4.06 -1.86 -3.84
62 C 1.23 -3.48 3.86
63 C 3.95 0.66 -0.14
64 H -4.21 0.47 -2.59
65 C 2.38 -4.25 1.92
66 C -3.80 3.90 1.68
67 H -4.66 -2.02 -2.17

=====

DFT (ωB97M-V with the def2-TZVPD basis set) results for an isolated molecule of C24H32N4O3S.

**SMILES string**: CC1CCN(S(=O)(=O)c2ccc(NC(=O)CN3CCN(c4ccccc4)CC3)cc2)CC1
**E_HOMO**: -8.2 eV
**Multiplicity**: 1
**Orbital gap**: 8.710 eV
**Energy relative to the best compared isomer or geometry (same formula, charge and spin)**: 1.6237 eV
**Lowest unoccupied orbital energy**: 0.546 eV

Atoms and positions in Å:
1 N -4.24 1.37 0.52
2 H 0.44 2.15 2.19
3 H 6.08 2.98 -1.99
4 C -0.52 0.40 1.41
5 O 3.58 -2.77 0.83
6 H 7.62 2.18 -2.28
7 H -3.06 0.33 -2.05
8 H 6.54 -0.04 -2.05
9 C 6.05 0.85 -1.63
10 H -6.56 0.55 -1.25
11 C -3.63 -3.23 1.00
12 S 3.64 -1.45 1.42
13 C -4.07 0.65 -1.79
14 C 4.05 -0.53 -0.98
15 H -1.59 -3.64 -1.64
16 H -5.10 -1.71 1.21
17 N -4.78 -0.45 -1.17
18 H -4.20 1.98 2.51
19 H -2.84 -1.71 -2.44
20 H -3.00 2.31 -0.86
21 H 1.08 -2.50 0.65
22 H 4.27 0.55 -2.82
23 C -2.63 -3.78 0.22
24 H -4.73 2.63 -1.11
25 H 2.97 -0.61 -1.02
26 H 5.94 1.83 0.28
27 H 6.03 -0.22 1.67
28 C -4.06 -1.53 -0.67
29 C -5.96 0.02 -0.50
30 C -4.34 -2.12 0.57
31 C 0.58 1.13 1.85
32 H -4.03 3.33 1.37
33 H -2.08 -4.64 0.56
34 C 4.54 0.68 -1.77
35 C -0.34 -0.92 0.98
36 H -1.20 -1.49 0.64
37 H 6.35 -1.20 0.22
38 C 1.84 0.56 1.85
39 C -3.06 -2.11 -1.46
40 H 2.70 1.10 2.19
41 H 7.48 1.00 0.00
42 O -1.56 3.09 2.08
43 C 6.55 2.08 -2.38
44 N -1.81 0.92 1.39
45 C -3.99 1.86 -0.82
46 H -2.54 0.30 1.04
47 C -2.24 2.16 1.70
48 H -3.87 -3.66 1.96
49 H -5.74 0.47 1.63
50 N 4.43 -0.37 0.41
51 C 6.40 0.94 -0.14
52 H 4.48 -1.45 -1.39
53 C 5.86 -0.29 0.60
54 C -2.35 -3.21 -1.01
55 C 0.91 -1.49 0.98
56 C -3.76 2.27 1.55
57 H 6.30 2.00 -3.44
58 H -4.58 0.94 -2.71
59 C 2.00 -0.75 1.41
60 H -6.31 1.84 0.65
61 O 4.21 -1.32 2.73
62 C -5.63 0.97 0.67
63 H -6.55 -0.83 -0.16
64 H 4.04 1.58 -1.39

=====

DFT (ωB97M-V with the def2-TZVPD basis set) results for a structure of composition C24H33AuN6O2SSi.

**E_HOMO**: -12.9 eV
**Multiplicity**: 1
**Orbital gap**: 5.198 eV
**Energy relative to the best compared isomer or geometry (same formula, charge and spin)**: 0.1320 eV
**Lowest unoccupied orbital energy**: -7.666 eV
**Total charge**: +2

Atoms and positions in Å:
1 N -1.93 -2.32 -0.37
2 H -0.66 -2.50 3.35
3 C 1.37 -0.18 2.58
4 H 4.38 0.19 0.99
5 H -1.21 3.94 -0.41
6 C -1.22 6.03 -0.88
7 H -0.92 -2.26 -0.37
8 C -4.08 -1.24 -0.38
9 H 0.87 -0.41 -2.68
10 N 1.12 5.83 0.65
11 C -3.02 -0.65 4.96
12 N -4.05 1.13 -0.31
13 H -0.55 8.03 -1.29
14 H 3.57 -0.53 5.11
15 C 1.84 -0.37 3.87
16 H 4.80 1.66 -0.65
17 H 5.18 -0.22 3.26
18 C 2.28 0.06 1.48
19 H -2.36 -3.23 -0.43
20 C -2.69 0.60 4.46
21 H -1.67 5.79 -1.84
22 H -2.00 6.40 -0.21
23 H -3.25 1.47 4.78
24 C 3.64 -1.34 -1.37
25 H -2.55 -2.75 4.95
26 C 3.95 1.75 -1.32
27 N 1.82 0.31 0.26
28 H 4.17 -1.41 -2.33
29 H -1.35 1.72 3.18
30 H -4.63 -2.17 -0.41
31 H 0.08 7.61 1.04
32 C -2.65 -1.21 -0.36
33 H 0.55 6.78 -1.87
34 H 2.92 -2.16 -1.34
35 N -0.66 4.79 -0.34
36 C -1.64 0.75 3.57
37 C 4.12 -0.20 3.05
38 C 3.68 0.02 1.78
39 H -5.81 2.23 -0.40
40 C 1.54 0.45 -2.64
41 H -3.84 -0.76 5.66
42 H -4.57 2.91 0.68
43 O 0.08 -0.23 2.24
44 C -4.72 -0.06 -0.36
45 H 3.42 2.67 -1.07
46 H 2.04 0.51 -3.61
47 C -0.93 -0.38 3.20
48 C 0.68 7.17 0.25
49 Au 0.02 1.35 0.04
50 N -2.01 -0.04 -0.32
51 H 0.93 1.35 -2.55
52 H 4.35 1.87 -2.34
53 H 1.14 -0.53 4.68
54 C -0.11 7.06 -1.04
55 C 3.20 -0.38 4.10
56 H -4.39 3.05 -1.09
57 C -1.24 -1.64 3.67
58 O -2.03 2.19 -0.22
59 C -4.75 2.42 -0.28
60 C 0.45 4.73 0.37
61 S 1.13 3.24 0.98
62 Si 2.80 0.30 -1.29
63 C -2.30 -1.77 4.56
64 H -5.80 0.02 -0.37
65 H 1.57 7.78 0.11
66 C -2.69 1.11 -0.29
67 H 4.38 -1.51 -0.59
68 H 1.99 5.73 1.16

=====

DFT (ωB97M-V with the def2-TZVPD basis set) results for an isolated molecule of C24H33ClO8Si.

**SMILES string**: CCOCCOc1c(CC(=O)Cl)c(CCO[Si](C)(C)C)c2c(c1OC[C@H](C)O)C(=O)C=CC2=O
**E_HOMO**: -9.2 eV
**Multiplicity**: 1
**Orbital gap**: 8.270 eV
**Lowest unoccupied orbital energy**: -0.934 eV

Atoms and positions in Å:
1 H 2.44 2.73 0.33
2 H -2.47 -1.23 -1.91
3 O -1.42 -1.47 -0.17
4 C -1.61 -1.56 2.72
5 O 4.51 0.90 0.67
6 C 0.88 -1.12 -0.68
7 C -0.92 -2.25 3.90
8 H 1.74 3.28 -4.50
9 H 4.06 1.29 -2.04
10 H 3.16 -1.58 -1.88
11 H -2.65 -1.35 3.00
12 C 3.65 0.43 1.40
13 H 1.23 4.58 -3.44
14 C 3.31 -0.68 -1.29
15 C -0.11 2.73 -1.66
16 C 2.86 0.50 3.70
17 C -6.45 0.35 -1.72
18 H -3.36 1.13 -0.89
19 C -5.07 -0.25 -2.02
20 O -0.49 -1.35 4.91
21 O -4.47 -0.63 -0.78
22 H 0.43 -1.51 5.11
23 C -3.29 0.12 -0.48
24 C 2.33 -0.08 0.92
25 H -0.76 2.58 -2.52
26 H 3.74 3.28 -0.82
27 H -0.34 3.62 -1.07
28 H 3.06 0.49 4.76
29 C -2.08 -0.59 -1.10
30 O -1.03 -0.31 2.32
31 O 0.64 1.26 3.78
32 H -7.04 0.51 -2.62
33 C 1.24 0.00 1.80
34 C 3.33 0.51 -2.29
35 C 3.89 0.39 2.87
36 H -1.68 -2.28 1.89
37 H -2.60 -2.58 5.13
38 H -6.30 1.28 -1.16
39 H -0.33 -1.60 -2.43
40 H 2.36 4.30 -0.48
41 H -5.24 -1.14 -2.63
42 C 2.66 3.26 -0.60
43 H -1.43 -3.96 5.14
44 C 2.12 -0.63 -0.33
45 H 4.90 0.28 3.25
46 O 0.30 -4.10 -1.47
47 H -0.06 -2.80 3.50
48 Cl 2.38 -3.81 -3.00
49 C -0.18 -1.02 0.19
50 C 0.94 -3.26 -2.02
51 C 0.68 -1.76 -2.04
52 C 1.98 3.79 -3.56
53 H 1.35 -1.32 -2.77
54 O 2.00 1.00 -2.48
55 H -2.57 -3.68 3.75
56 Si 1.73 2.62 -2.10
57 H -6.96 -0.34 -1.04
58 H -4.45 0.43 -2.61
59 H -3.25 0.12 0.61
60 H 2.95 4.29 -3.57
61 H 4.24 -0.83 -0.76
62 H -1.39 0.11 -1.56
63 H -0.29 1.87 -0.99
64 C -1.94 -3.22 4.53
65 C 1.46 0.64 3.15
66 C 0.00 -0.45 1.44
67 H 3.64 0.09 -3.25

=====

Electronic energy? In order: -65160.428; -42327.705; -39738.615; -70311.732; -48346.045; -60853.148; -62203.018 eV.
Strongest force on any atom? In order: 1.88; 6.23; 0.52; 3.64; 0.96; 1.48; 1.96 eV/Å.